ORCA calculation (ωB97M-V/def2-TZVPD) on a 6-piece molecular cluster, C20H56N4O6 overall in a non-equilibrium geometry.

Atoms and positions in Å:
C -2.96 -3.49 0.09
O -2.11 -2.92 -0.87
C -2.06 -3.63 -2.12
C -1.36 -4.97 -1.94
C -0.08 -4.91 -1.09
N -0.91 -5.42 -3.32
H -2.95 -2.84 0.97
H -2.66 -4.44 0.54
H -3.98 -3.61 -0.27
H -3.00 -3.77 -2.65
H -1.52 -2.86 -2.68
H -1.97 -5.73 -1.45
H 0.24 -5.92 -0.82
H -0.20 -4.38 -0.14
H 0.67 -4.37 -1.67
H -0.18 -4.71 -3.32
H -0.38 -6.28 -3.19
C 2.41 1.46 -1.30
O 1.35 1.33 -0.43
C 0.08 1.03 -0.95
C -0.84 0.53 0.17
C -0.21 -0.58 1.02
N -2.06 -0.01 -0.47
H 2.15 1.78 -2.32
H 2.92 0.51 -1.50
H 3.15 2.14 -0.89
H -0.35 1.92 -1.42
H 0.14 0.29 -1.77
H -1.20 1.32 0.84
H -1.04 -0.95 1.63
H 0.59 -0.15 1.62
H 0.10 -1.42 0.39
H -2.14 0.37 -1.41
H -2.01 -1.02 -0.51
C -5.85 -0.54 0.76
O -6.20 0.33 -0.30
C -5.08 1.02 -0.80
C -5.57 2.12 -1.75
C -6.15 1.66 -3.10
N -4.42 3.00 -2.03
H -5.47 -1.51 0.42
H -6.75 -0.73 1.35
H -5.07 -0.14 1.42
H -4.55 1.50 0.03
H -4.41 0.29 -1.27
H -6.36 2.67 -1.24
H -5.47 1.04 -3.69
H -6.42 2.49 -3.76
H -7.08 1.13 -2.89
H -4.76 3.89 -2.38
H -3.81 3.21 -1.26
C 2.99 2.41 2.72
O 3.40 1.71 3.86
C 4.79 1.79 4.15
C 5.04 0.76 5.26
C 4.97 1.48 6.58
N 6.35 0.10 5.08
H 3.80 2.35 1.99
H 2.88 3.48 2.91
H 2.01 2.02 2.45
H 5.27 1.46 3.23
H 5.08 2.82 4.38
H 4.31 -0.05 5.29
H 3.98 1.86 6.84
H 5.87 2.10 6.63
H 5.23 0.78 7.38
H 6.59 -0.36 5.96
H 6.04 -0.68 4.51
C 5.13 -0.54 0.92
C 6.16 -1.42 1.61
O 7.36 -1.51 0.92
H 4.61 -1.05 0.10
H 5.48 0.39 0.48
H 4.31 -0.26 1.59
H 5.70 -2.38 1.88
H 6.28 -1.00 2.61
H 7.99 -2.03 1.41
C -1.97 2.95 -5.26
C -1.61 3.20 -3.82
O -1.74 4.60 -3.54
H -1.71 1.98 -5.69
H -1.65 3.71 -5.98
H -3.06 3.10 -5.26
H -0.52 3.14 -3.77
H -2.03 2.53 -3.08
H -1.55 4.81 -2.63

Values from the calculation:
Energy relative to the best compared isomer or geometry (same formula, charge and spin) (kcal per mole): 66.6
Calculated total energy (Eh): -1465.88623
SMILES: COC[C@H](C)N.COC[C@H](C)N.COC[C@H](C)N.COC[C@H](C)N.CCO.CCO
Kohn-Sham gap (eV): 9.52
2S+1: 1